75
Properties=species:S:1:pos:R:3:lowdin_charge:R:1 method="wB97M-V/def2-TZVPD" de_lowest_kcal_mol=0.0 homo_lumo_gap_ev="4.663 / 7.078" e_tot_ev=-58261.1603 multiplicity=2 homo_ev="-4.8094 / -7.2241" total_charge=0 lumo_ev="-0.15 / -0.15"
Hg -1.10 0.26 0.74 1.17
C -2.23 4.72 0.97 -0.09
C -2.23 4.92 2.36 -0.08
C -2.21 3.82 3.19 -0.03
C -2.20 2.52 2.64 -0.25
N -2.16 2.36 1.29 -0.01
C -2.19 3.43 0.50 -0.18
C -2.19 1.32 3.45 -0.26
C -2.33 1.32 4.84 -0.03
C -2.31 0.13 5.53 -0.07
C -2.14 -1.07 4.82 -0.04
C -1.99 -1.04 3.45 -0.25
N -2.03 0.14 2.78 -0.01
C -1.85 -2.27 2.65 -0.21
C -1.62 -3.52 3.23 -0.01
C -1.56 -4.65 2.44 -0.06
C -1.73 -4.52 1.07 -0.06
C -1.89 -3.25 0.56 -0.15
N -1.94 -2.15 1.31 0.06
H -2.26 5.56 0.29 0.09
H -2.23 5.92 2.77 0.10
H -2.19 3.97 4.26 0.10
H -2.18 3.23 -0.56 0.09
H -2.47 2.25 5.37 0.10
H -2.44 0.12 6.60 0.10
H -2.14 -2.01 5.36 0.09
H -1.46 -3.60 4.30 0.10
H -1.38 -5.62 2.88 0.11
H -1.70 -5.38 0.41 0.10
H -1.99 -3.09 -0.51 0.10
N 3.88 -1.11 -8.37 0.16
C 3.09 -0.89 -7.57 -0.18
C 2.12 -0.61 -6.56 -0.23
C 0.82 -0.25 -6.91 -0.02
C -0.12 0.01 -5.94 0.00
C 0.23 -0.09 -4.59 -0.16
C 1.52 -0.47 -4.23 0.01
C 2.46 -0.72 -5.21 0.00
N -0.73 0.17 -3.58 0.00
C -2.09 -0.06 -3.63 -0.04
C -2.56 0.23 -2.39 -0.11
N -1.53 0.66 -1.60 -0.01
C -0.45 0.61 -2.34 -0.16
H 0.55 -0.18 -7.96 0.12
H -1.12 0.30 -6.22 0.11
H 1.77 -0.61 -3.19 0.08
H 3.46 -1.02 -4.93 0.13
H -2.59 -0.45 -4.50 0.12
H -3.57 0.16 -2.02 0.11
H 0.54 0.89 -2.00 0.14
C 1.58 0.59 3.55 -0.17
Si 1.98 1.08 1.76 0.39
C 3.87 1.16 1.75 -0.20
C 1.40 2.87 1.48 -0.17
N 1.12 0.07 0.65 -0.17
C 1.60 -0.83 -0.27 -0.39
C 0.73 -1.63 -1.04 -0.12
C 1.18 -2.52 -2.00 -0.12
C 2.53 -2.66 -2.27 -0.15
C 3.42 -1.88 -1.53 -0.10
C 2.98 -1.00 -0.57 -0.04
H 1.94 1.36 4.24 0.03
H 2.05 -0.35 3.82 0.03
H 0.50 0.49 3.71 0.00
H 4.18 1.86 2.53 0.03
H 4.28 1.52 0.81 0.03
H 4.32 0.20 1.98 0.03
H 1.85 3.55 2.21 0.03
H 0.32 2.95 1.59 -0.01
H 1.66 3.22 0.48 0.03
H -0.33 -1.56 -0.86 0.04
H 0.45 -3.12 -2.54 0.11
H 2.89 -3.36 -3.02 0.10
H 4.49 -1.97 -1.71 0.10
H 3.71 -0.42 -0.03 0.06